1.
# C33H27Cl12F3O4

C33H27Cl12F3O4 as an isolated structure in a non-equilibrium geometry (the ωB97M-V functional and the def2-TZVPD basis, the OMol25 dataset).

Structure (ORCA input):
```
! RIJCOSX wB97M-V def2-TZVPD def2/J DEFGRID3
* xyz 0 1
F -27.35 -6.04 28.15
C -28.30 -7.04 28.28
C -29.03 -7.40 27.10
C -30.04 -8.35 27.18
C -30.32 -8.95 28.34
C -29.64 -8.63 29.52
C -28.72 -7.62 29.53
H -28.76 -6.91 26.18
H -30.60 -8.60 26.28
H -31.01 -9.78 28.25
H -29.86 -9.12 30.46
H -28.19 -7.39 30.44
F -34.77 -4.80 28.17
C -34.09 -5.94 27.83
C -32.82 -6.19 28.40
C -32.16 -7.39 28.04
C -32.87 -8.33 27.24
C -34.17 -8.08 26.72
C -34.72 -6.84 27.01
H -32.38 -5.47 29.08
H -31.16 -7.63 28.37
H -32.37 -9.28 27.11
H -34.75 -8.75 26.12
H -35.72 -6.70 26.62
F -27.77 -3.71 30.23
C -27.08 -4.89 30.52
C -27.11 -5.42 31.81
C -26.43 -6.63 31.97
C -26.00 -7.39 30.87
C -26.04 -6.93 29.56
C -26.62 -5.65 29.47
H -27.59 -4.88 32.62
H -26.34 -7.00 32.98
H -25.64 -8.40 30.98
H -25.76 -7.61 28.77
H -26.66 -5.25 28.47
C -23.95 -8.31 27.39
C -23.69 -7.36 26.37
C -24.75 -6.75 25.72
C -26.08 -7.00 26.02
C -26.29 -7.87 27.07
C -25.31 -8.59 27.67
O -25.54 -9.54 28.60
O -24.61 -5.91 24.66
H -23.25 -8.98 27.86
H -22.70 -7.16 25.99
H -26.80 -6.38 25.51
H -27.31 -8.20 27.17
H -24.70 -9.84 28.96
H -23.77 -5.43 24.65
C -31.90 -11.13 27.16
C -33.16 -11.18 26.56
C -34.21 -11.79 27.26
C -33.97 -12.30 28.58
C -32.69 -12.27 29.15
C -31.67 -11.65 28.43
O -30.37 -11.59 28.92
O -35.41 -11.88 26.61
H -31.11 -10.55 26.71
H -33.29 -10.70 25.60
H -34.74 -12.88 29.07
H -32.59 -12.78 30.09
H -29.82 -11.47 28.14
H -35.33 -12.47 25.86
C -27.72 -9.87 31.06
Cl -26.61 -9.25 29.84
Cl -28.85 -10.84 30.16
Cl -26.90 -10.96 32.21
Cl -28.63 -8.58 31.91
C -31.83 -8.12 24.21
Cl -31.51 -8.38 22.46
Cl -30.47 -7.59 25.13
Cl -33.08 -6.99 24.43
Cl -32.50 -9.60 24.98
C -30.23 -4.38 25.57
Cl -31.75 -5.17 26.10
Cl -30.28 -3.85 23.91
Cl -30.01 -3.04 26.62
Cl -28.94 -5.58 25.70
*
```

- E_tot (hartree) = -7395.136478
- max |F| (eV/Å) = 19.7
- E_HOMO (eV) = -7.29

Quick look at the Löwdin charges, all values in e: number 1, F, carries 0.0045; number 2, C, carries -0.1508; number 3, C, carries -0.2326; number 4, C, carries -0.2908; number 5, C, carries -0.1705; number 6, C, carries -0.2392; number 7, C, carries -0.1034; number 8, H, carries -0.2073; number 9, H, carries -0.0884; number 10, H, carries 0.0708; number 11, H, carries -0.0115; number 12, H, carries -0.0009; number 13, F, carries 0.0406; number 14, C, carries -0.3078; number 15, C, carries -0.0600; number 16, C, carries -0.0796; number 17, C, carries -0.1695; number 18, C, carries -0.1745; number 19, C, carries -0.0751; number 20, H, carries 0.1191; number 21, H, carries 0.0462; number 22, H, carries 0.0007; number 23, H, carries 0.1017; number 24, H, carries 0.1222; number 25, F, carries 0.0024; number 26, C, carries -0.2028; number 27, C, carries -0.0073; number 28, C, carries -0.1366; number 29, C, carries -0.2637; number 30, C, carries -0.1024; number 31, C, carries -0.1252; number 32, H, carries 0.1132; number 33, H, carries 0.0973; number 34, H, carries 0.0237; number 35, H, carries 0.0275; number 36, H, carries 0.0577; number 37, C, carries 0.0441; number 38, C, carries 0.0228; number 39, C, carries -0.3045; number 40, C, carries 0.0370; number 41, C, carries -0.0610; number 42, C, carries -0.3747; number 43, O, carries -0.2583; number 44, O, carries 0.0589; number 45, H, carries 0.1211; number 46, H, carries 0.1168; number 47, H, carries 0.0728; number 48, H, carries 0.1098; number 49, H, carries 0.1453; number 50, H, carries 0.1104; number 51, C, carries -0.1054; number 52, C, carries -0.1388; number 53, C, carries -0.2755; number 54, C, carries 0.0274; number 55, C, carries 0.0248; number 56, C, carries -0.2669; number 57, O, carries -0.2410; number 58, O, carries 0.0375; number 59, H, carries 0.0917; number 60, H, carries -0.1011; number 61, H, carries 0.1147; number 62, H, carries 0.1231; number 63, H, carries 0.0909; number 64, H, carries 0.1124; number 65, C, carries -1.6578; number 66, Cl, carries 0.8960; number 67, Cl, carries 0.8311; number 68, Cl, carries 0.5513; number 69, Cl, carries 0.7146; number 70, C, carries -1.7683; number 71, Cl, carries 0.5610; number 72, Cl, carries 0.7686; number 73, Cl, carries 0.6607; number 74, Cl, carries 0.8136; number 75, C, carries -1.9167; number 76, Cl, carries 0.6390; number 77, Cl, carries 0.5785; number 78, Cl, carries 0.6260; number 79, Cl, carries 0.7402


2.
# C33H27F3N3O5

A 3-piece molecular cluster, C33H27F3N3O5 overall in a non-equilibrium geometry (the ωB97M-V functional and the def2-TZVPD basis, the OMol25 dataset).

Structure (ORCA input):
```
! RIJCOSX wB97M-V def2-TZVPD def2/J DEFGRID3
* xyz 1 1
C 2.75 3.47 -6.67
C 2.04 4.20 -5.44
C 2.25 5.80 -5.44
O 1.41 6.32 -4.37
N 0.47 7.22 -4.81
C -0.57 6.58 -5.66
N -0.50 6.91 -7.07
N -1.51 5.75 -5.20
C -2.56 5.14 -6.03
F -3.50 6.13 -6.34
F -3.23 4.17 -5.26
F -2.08 4.47 -7.16
H 3.71 3.99 -7.02
H 1.98 3.36 -7.50
H 3.08 2.41 -6.33
H 2.48 3.85 -4.43
H 0.90 4.02 -5.39
H 3.35 5.99 -5.19
H 2.08 6.27 -6.46
H -0.01 7.56 -3.95
H 0.33 7.51 -7.22
H -0.32 6.07 -7.64
H -1.53 5.55 -4.19
C 3.73 -2.03 0.13
C 2.75 -2.59 0.95
C 1.50 -1.98 1.06
C 1.24 -0.80 0.36
C 2.24 -0.22 -0.43
C 3.48 -0.85 -0.55
C 1.99 1.05 -1.14
O 2.86 1.56 -1.83
C 0.68 1.72 -0.97
C 0.45 2.96 -1.58
C -0.78 3.59 -1.44
C -1.79 2.98 -0.70
C -1.57 1.76 -0.09
C -0.33 1.13 -0.21
C -0.09 -0.16 0.47
O -0.97 -0.69 1.12
H 4.70 -2.52 0.04
H 2.95 -3.50 1.49
H 0.74 -2.42 1.69
H 4.25 -0.42 -1.18
H 1.24 3.43 -2.16
H -0.95 4.55 -1.91
H -2.76 3.47 -0.60
H -2.36 1.29 0.49
C 1.34 -8.09 6.33
C 0.35 -8.65 7.15
C -0.89 -8.04 7.26
C -1.15 -6.85 6.56
C -0.15 -6.28 5.77
C 1.09 -6.91 5.64
C -0.40 -5.00 5.06
O 0.47 -4.50 4.37
C -1.71 -4.33 5.23
C -1.94 -3.10 4.62
C -3.17 -2.47 4.76
C -4.18 -3.07 5.50
C -3.96 -4.30 6.11
C -2.72 -4.93 5.98
C -2.48 -6.22 6.67
O -3.37 -6.75 7.32
H 2.30 -8.58 6.24
H 0.55 -9.56 7.69
H -1.65 -8.48 7.89
H 1.86 -6.48 5.02
H -1.15 -2.62 4.04
H -3.34 -1.51 4.29
H -5.15 -2.59 5.60
H -4.75 -4.77 6.69
*
```

- E_tot (hartree) = -2113.469735
- max |F| (eV/Å) = 4.1
- E_HOMO (eV) = -10.75

Quick look at the Löwdin charges, all values in e: number 1, C, carries -0.1069; number 2, C, carries -0.2136; number 3, C, carries -0.1733; number 4, O, carries -0.1434; number 5, N, carries 0.0278; number 6, C, carries -0.1726; number 7, N, carries 0.2060; number 8, N, carries 0.2466; number 9, C, carries -0.4268; number 10, F, carries 0.1400; number 11, F, carries 0.1234; number 12, F, carries 0.1348; number 13, H, carries 0.0895; number 14, H, carries 0.0758; number 15, H, carries 0.0915; number 16, H, carries 0.1176; number 17, H, carries 0.0996; number 18, H, carries 0.1475; number 19, H, carries 0.1157; number 20, H, carries 0.1613; number 21, H, carries 0.1268; number 22, H, carries 0.1281; number 23, H, carries 0.1887; number 24, C, carries -0.0469; number 25, C, carries -0.0391; number 26, C, carries 0.0154; number 27, C, carries -0.0831; number 28, C, carries -0.0880; number 29, C, carries 0.0042; number 30, C, carries -0.2783; number 31, O, carries 0.0922; number 32, C, carries -0.0784; number 33, C, carries -0.0065; number 34, C, carries -0.0800; number 35, C, carries -0.0583; number 36, C, carries 0.0123; number 37, C, carries -0.0725; number 38, C, carries -0.2754; number 39, O, carries 0.1095; number 40, H, carries 0.1113; number 41, H, carries 0.1147; number 42, H, carries 0.1196; number 43, H, carries 0.1210; number 44, H, carries 0.1049; number 45, H, carries 0.0817; number 46, H, carries 0.1083; number 47, H, carries 0.1255; number 48, C, carries -0.0563; number 49, C, carries -0.0536; number 50, C, carries 0.0052; number 51, C, carries -0.0837; number 52, C, carries -0.0853; number 53, C, carries 0.0005; number 54, C, carries -0.2791; number 55, O, carries 0.0885; number 56, C, carries -0.0834; number 57, C, carries 0.0031; number 58, C, carries -0.0560; number 59, C, carries -0.0559; number 60, C, carries 0.0045; number 61, C, carries -0.0831; number 62, C, carries -0.2791; number 63, O, carries 0.1067; number 64, H, carries 0.1081; number 65, H, carries 0.1092; number 66, H, carries 0.1226; number 67, H, carries 0.1188; number 68, H, carries 0.1133; number 69, H, carries 0.1067; number 70, H, carries 0.1077; number 71, H, carries 0.1222


3.
# C33H27InNO5

C33H27InNO5 as an isolated structure (the ωB97M-V functional and the def2-TZVPD basis, the OMol25 dataset).

Structure (ORCA input):
```
! RIJCOSX wB97M-V def2-TZVPD def2/J DEFGRID3
* xyz -1 1
C -1.81 -0.14 -6.24
C -2.25 -0.99 -5.32
In -1.14 -1.33 -3.43
C -0.29 0.65 -2.87
C -0.17 0.91 -1.37
C -1.46 0.95 -0.59
N -2.60 1.32 -1.31
O -1.52 0.74 0.62
H -0.94 0.49 -6.05
H -2.26 -0.02 -7.22
H -3.17 -1.53 -5.58
H -2.19 -1.97 -2.14
H 0.14 -2.49 -3.80
H 0.70 0.73 -3.31
H -0.91 1.42 -3.33
H 0.47 0.18 -0.88
H 0.28 1.90 -1.17
H -2.88 0.61 -1.98
H -3.35 1.49 -0.65
C -8.59 2.56 5.41
C -8.25 2.79 6.74
C -6.92 2.70 7.14
C -5.94 2.38 6.21
C -6.28 2.14 4.88
C -7.61 2.23 4.49
C -5.25 1.76 3.87
O -5.57 1.56 2.72
C -3.84 1.63 4.34
C -2.87 1.23 3.43
C -1.55 1.12 3.84
C -1.20 1.41 5.15
C -2.17 1.80 6.06
C -3.49 1.91 5.66
C -4.52 2.31 6.67
O -4.22 2.57 7.81
H -9.62 2.63 5.10
H -9.01 3.04 7.46
H -6.63 2.88 8.16
H -7.86 2.05 3.45
H -3.12 1.01 2.40
H -0.80 0.81 3.12
H -0.17 1.33 5.47
H -1.92 2.03 7.09
C 4.88 -3.24 0.49
C 6.26 -3.35 0.60
C 7.08 -3.00 -0.46
C 6.52 -2.55 -1.65
C 5.13 -2.45 -1.77
C 4.31 -2.79 -0.69
C 4.49 -1.99 -3.03
O 3.29 -1.90 -3.13
C 5.39 -1.67 -4.18
C 4.81 -1.28 -5.39
C 5.62 -0.96 -6.46
C 7.01 -1.02 -6.34
C 7.58 -1.40 -5.14
C 6.77 -1.73 -4.05
C 7.41 -2.17 -2.78
O 8.62 -2.21 -2.66
H 4.25 -3.51 1.32
H 6.70 -3.71 1.52
H 8.16 -3.08 -0.39
H 3.24 -2.70 -0.81
H 3.73 -1.24 -5.46
H 5.18 -0.67 -7.40
H 7.64 -0.76 -7.18
H 8.66 -1.45 -5.02
*
```

- E_tot (hartree) = -1894.816354
- max |F| (eV/Å) = 0.6
- E_HOMO (eV) = -4.75

Quick look at the Löwdin charges, all values in e: number 1, C, carries -0.2007; number 2, C, carries -0.3304; number 3, In, carries 0.4018; number 4, C, carries -0.3380; number 5, C, carries -0.2471; number 6, C, carries -0.5355; number 7, N, carries 0.1335; number 8, O, carries 0.0240; number 9, H, carries 0.0136; number 10, H, carries 0.0165; number 11, H, carries -0.0113; number 12, H, carries -0.1204; number 13, H, carries -0.1275; number 14, H, carries 0.0206; number 15, H, carries 0.0247; number 16, H, carries 0.1028; number 17, H, carries 0.1121; number 18, H, carries 0.0601; number 19, H, carries 0.0884; number 20, C, carries -0.0651; number 21, C, carries -0.0678; number 22, C, carries -0.0095; number 23, C, carries -0.0835; number 24, C, carries -0.0796; number 25, C, carries -0.0052; number 26, C, carries -0.2767; number 27, O, carries 0.1133; number 28, C, carries -0.0780; number 29, C, carries 0.0108; number 30, C, carries -0.0403; number 31, C, carries -0.0565; number 32, C, carries -0.0123; number 33, C, carries -0.0924; number 34, C, carries -0.2814; number 35, O, carries 0.0931; number 36, H, carries 0.1037; number 37, H, carries 0.1026; number 38, H, carries 0.1166; number 39, H, carries 0.1194; number 40, H, carries 0.1031; number 41, H, carries 0.1033; number 42, H, carries 0.1039; number 43, H, carries 0.1150; number 44, C, carries -0.0572; number 45, C, carries -0.0667; number 46, C, carries -0.0112; number 47, C, carries -0.0862; number 48, C, carries -0.0768; number 49, C, carries 0.0072; number 50, C, carries -0.2757; number 51, O, carries 0.1151; number 52, C, carries -0.0768; number 53, C, carries 0.0075; number 54, C, carries -0.0577; number 55, C, carries -0.0672; number 56, C, carries -0.0113; number 57, C, carries -0.0864; number 58, C, carries -0.2793; number 59, O, carries 0.0936; number 60, H, carries 0.1068; number 61, H, carries 0.1026; number 62, H, carries 0.1159; number 63, H, carries 0.1273; number 64, H, carries 0.1281; number 65, H, carries 0.1065; number 66, H, carries 0.1024; number 67, H, carries 0.1158